Computed, not measured: a molecular structure, C40H33N5O8SV in a non-equilibrium geometry, with ωB97M-V/def2-TZVPD.

Last column: Mulliken charge in e.
Geometry (Å):
1 C 4.75859 -1.82456 0.16598  -0.6712
2 H -0.47897 2.58296 -4.83703  0.4212
3 C -2.83048 3.48311 -1.43631  1.0823
4 C -1.30677 -4.85834 0.79966  -1.0989
5 C 2.18868 -3.45221 -2.29877  -0.6620
6 O 2.30163 -0.54502 2.50411  -0.6532
7 S -1.66147 4.75841 -1.52100  -0.4225
8 H -5.90098 2.24317 -2.03177  0.3633
9 H 5.21840 -2.65272 0.68692  0.5871
10 C -4.29302 1.17303 -1.08010  -1.0733
11 O -0.20637 -3.99457 1.03437  -0.6374
12 H 6.12655 -1.76701 -1.48772  0.4012
13 C 4.68829 -0.17468 -1.58556  -0.7405
14 H -2.24386 -4.34461 1.03222  0.5206
15 C -3.22850 -0.40147 2.67450  -0.3319
16 C -0.15918 0.14232 -2.43386  0.5939
17 O 3.09587 1.95365 1.85357  -0.5789
18 O 0.56976 -0.21055 -1.46739  0.2251
19 H 0.56298 -2.32191 -3.12180  0.4483
20 H -3.41996 0.65712 2.55734  0.4917
21 H -1.50153 3.76858 2.87031  0.2681
22 H 4.22246 4.09508 0.61384  0.3105
23 C 3.10663 -1.46302 2.13004  0.2716
24 C 1.86868 -4.32261 -0.09438  -0.3739
25 C -1.68565 -2.24249 2.53245  -0.5502
26 C 2.89937 3.20311 2.00134  1.5687
27 C 0.60368 -3.76976 -0.07288  0.2409
28 H -3.13812 -0.66812 -3.98811  0.2904
29 C -0.72730 1.69821 -4.25867  -0.6830
30 O 3.53893 -2.41357 2.77586  -0.8694
31 N 0.34051 1.86748 2.17608  0.9727
32 H -2.49980 0.33706 -0.20948  0.7389
33 C 2.95924 1.72888 -1.26427  -0.0530
34 H 3.68673 -4.56498 -1.21560  0.3766
35 C 3.57994 0.36662 -0.96715  0.3275
36 O 2.00843 2.03873 -0.45536  -0.0603
37 H 2.80473 -3.31997 -3.18085  0.3660
38 C -2.21714 -0.12255 -3.79395  -0.7809
39 C -4.22635 -1.27155 3.08682  -0.8572
40 C 4.08913 4.08109 1.69881  -1.5597
41 H -2.87564 -1.97287 -2.08071  0.1356
42 H -4.74147 -3.31020 3.54076  0.3781
43 H -1.33703 -5.19066 -0.23957  0.3147
44 C 0.92887 -2.87809 -2.27128  -0.9098
45 O 3.43189 2.43008 -2.14860  -0.8439
46 C 0.50852 3.06105 2.65571  1.4782
47 H 1.71092 4.85081 2.63083  0.1654
48 H -5.21739 -0.88867 3.30173  0.3662
49 C 2.68302 -4.15831 -1.20821  -0.5986
50 C -1.91510 0.99338 -4.53801  -0.7461
51 H -1.53710 -2.50480 -0.10858  -0.2718
52 H 1.00841 1.85078 -3.01456  0.2599
53 H -4.87102 0.26444 -0.96454  0.4060
54 H -0.68676 -2.60008 2.31160  0.6636
55 C -0.84228 0.02614 2.00702  -0.0759
56 C -4.87305 2.29122 -1.69216  -0.6806
57 C -1.95204 -0.88346 2.39647  0.1701
58 O 0.09763 -0.44387 1.25500  -0.5213
59 C -2.68708 -3.11169 2.94529  -0.4608
60 H -0.81805 3.08343 4.32557  0.2829
61 C 5.25853 -1.31245 -1.02380  -0.4852
62 C 0.12182 -2.98417 -1.13296  1.1541
63 C -0.51620 3.71239 -0.69554  -0.5594
64 C -2.25047 2.37437 -0.80438  -1.7849
65 H 4.98818 3.64743 2.13937  0.3232
66 C -2.98503 1.20216 -0.64349  0.5571
67 H -0.28360 4.69930 3.78930  0.4473
68 H -2.58196 1.32913 -5.32444  0.2983
69 H -2.46889 -4.16747 3.05634  0.6129
70 C -1.83178 -1.68327 -1.97927  -1.7758
71 C -0.58542 3.70533 3.46073  -1.5580
72 H -1.21702 -5.73237 1.45159  0.2365
73 H 0.48894 4.05367 -0.48320  0.2915
74 C -1.37802 -0.60087 -2.75144  1.5363
75 C 3.63699 -1.23161 0.71464  0.3171
76 H 5.09183 0.31531 -2.46061  0.5612
77 N -0.84356 1.21006 2.54338  -0.9480
78 H 3.95186 5.10252 2.05579  0.3740
79 N -1.13129 -2.43890 -1.02825  0.6896
80 V 1.58413 0.74627 1.00607  0.4656
81 H 2.20151 -4.87182 0.77800  0.3083
82 C 1.71456 3.78917 2.42199  -1.9116
83 N -0.94016 2.55014 -0.39060  0.7930
84 C 0.11318 1.28748 -3.24935  -0.6073
85 C -3.95968 -2.62995 3.22262  -0.5546
86 C -4.14823 3.45222 -1.88601  -0.3844
87 N 3.04946 -0.21025 0.10444  1.4902
88 H -4.58871 4.30519 -2.38694  0.3919

Results
total charge: -2
multiplicity: 4
HOMO level (alpha / beta): -0.144 / -1.678 eV
energy above the lowest of the compared OMol25 structures with the same formula, charge and spin: 27.40 kcal/mol
calculated total energy: -3762.1684 hartree


Computed, not measured: a molecular structure, C35H34AgSb2Te, with ωB97M-V/def2-TZVPD.

Last column: Mulliken charge in e.
Geometry (Å):
1 C 1.78064 1.85079 2.69931  -1.5489
2 C -1.67309 2.63637 4.44654  -0.0046
3 H -0.59431 5.66277 0.16841  0.4479
4 H 5.17546 0.26486 -1.70594  0.3250
5 C 0.47402 2.02874 -3.02477  -0.9378
6 C 2.00210 0.50863 -1.92048  0.1286
7 C 4.30983 -1.48883 -0.79261  0.0633
8 H -0.34221 -0.69876 -7.66001  0.4236
9 C 6.61850 -2.79224 -1.63131  -0.4610
10 C -0.99751 2.45085 1.18892  0.0974
11 H 1.98389 2.65644 0.68535  0.0685
12 Sb -0.14588 0.91883 2.41349  1.1403
13 H -0.29033 -3.20032 -3.51304  0.6176
14 C -1.02216 1.42043 4.26689  0.2312
15 H -0.31770 2.76613 -2.95515  0.5219
16 C -0.87333 -1.28811 -4.36616  0.6493
17 C -2.38959 -0.15243 -2.72928  -0.2840
18 C -2.11556 2.13393 0.42000  -0.7688
19 H 0.54334 1.76106 -0.91577  -0.0725
20 H 0.58715 2.09491 -5.16831  0.4485
21 H 0.39184 4.02286 1.69135  0.3548
22 C -2.26231 0.51296 -5.15127  -0.7733
23 C -2.13323 4.34021 -0.53281  -0.5817
24 Ag -0.23455 -0.79225 0.11786  0.8242
25 C -1.84185 -0.32046 -4.11982  0.3500
26 H -2.57083 5.07389 -1.19758  0.4252
27 C 3.52115 1.15742 0.90061  -1.3703
28 H 3.30015 -0.58908 -3.24301  0.4414
29 C 5.63923 -3.49214 -0.94322  -0.5165
30 H 3.72792 -3.39929 0.01395  0.3280
31 C -2.68570 3.07075 -0.43156  -0.6320
32 C 5.29809 -0.78934 -1.48266  -0.0105
33 H 7.51752 -3.29899 -1.95729  0.3980
34 H 5.77182 -4.54515 -0.73052  0.4016
35 C -2.19664 2.96334 5.68959  -0.6786
36 H 1.52743 2.74333 3.27637  0.5764
37 H 3.26058 3.06973 1.78055  0.3976
38 H -2.48115 2.33964 7.72088  0.3867
39 H -1.33148 0.17342 7.40247  0.3962
40 C 4.48647 -2.84150 -0.52372  -0.6384
41 C 2.61378 2.24002 1.47659  0.0253
42 H -3.47121 -0.03610 -2.71115  0.7136
43 H -2.70436 3.90967 5.82618  0.3886
44 H -2.56414 1.14745 0.49078  0.4804
45 H 7.21246 -0.89292 -2.43863  0.3970
46 C -1.42651 0.86537 6.57549  -0.5485
47 C 0.97336 1.45079 -1.86402  0.4010
48 H -2.05952 1.02977 -7.21957  0.4306
49 H -3.02261 1.26210 -4.96164  0.4593
50 H 2.40852 0.42876 -5.28907  0.4402
51 C -1.02418 4.67112 0.23401  -0.7713
52 H 4.18031 1.59707 0.14942  0.4847
53 C 2.00463 0.72089 -4.32743  -0.8376
54 C -0.90578 0.53319 5.33335  -0.7327
55 C -0.37946 -2.15282 -3.23450  -0.4979
56 H -1.78226 3.33149 3.62257  0.3461
57 H 2.35238 1.21150 3.37651  0.5721
58 H 0.57769 -1.79375 -2.85754  -0.1937
59 H 4.16097 0.72334 1.67207  0.4943
60 C -2.07148 2.08110 6.75301  -0.4404
61 C 6.44840 -1.44049 -1.90191  -0.7170
62 Te -1.84912 -1.94889 -1.68643  -0.0350
63 C -0.33815 -1.41951 -5.64330  -0.7366
64 C 0.98687 1.66089 -4.26059  -0.5563
65 C -0.46571 3.73394 1.09334  -0.0319
66 Sb 2.58157 -0.48808 -0.11385  1.0450
67 C 2.50755 0.14679 -3.16632  -0.4442
68 H -0.41280 -0.42470 5.20683  0.3429
69 C -1.72080 0.38422 -6.41964  -0.6830
70 H -1.92634 0.69299 -2.22060  -0.3636
71 C -0.75725 -0.58583 -6.66677  -0.5133
72 H -3.56561 2.81203 -1.00783  0.4420
73 H 0.40983 -2.18030 -5.83497  0.4756

Results
total charge: +1
HOMO level: -10.822 eV
energy above the lowest of the compared OMol25 structures with the same formula, charge and spin: 4.98 kcal/mol
calculated total energy: -2249.3448 hartree


Computed, not measured: a molecular structure, C17H16F6N2O6OsS3SbSe4 in a non-equilibrium geometry, with ωB97M-V/def2-TZVPD.

Last column: natural (NBO) charge in e.
Geometry (Å):
1 F -2.80673 5.85129 2.72917  -0.3164
2 H 4.72111 -1.06417 -1.85064  0.2179
3 H 4.99938 0.21511 -3.95034  0.2141
4 C 0.48653 -5.13522 -3.73739  -0.2050
5 N 0.26403 2.66098 -2.24488  -0.7948
6 S -0.14441 -1.40968 -2.28829  1.2747
7 C 4.01298 -0.10634 -3.64133  -0.2097
8 C 2.60064 -1.24775 -2.06177  -0.2342
9 C 3.85731 -0.82939 -2.45922  -0.1961
10 H 0.06211 -5.91046 -0.45941  0.2257
11 C 0.18739 2.14050 -1.00917  0.7184
12 C 0.18048 -5.31312 -1.35364  -0.1913
13 F -1.02253 1.43389 7.15153  -0.3178
14 Se -2.95766 0.28972 0.54053  -0.1554
15 Se -3.18936 -3.88907 0.26135  -0.7472
16 O -0.03191 1.60747 3.88723  -0.9689
17 H 1.85208 0.88026 -0.82863  0.2463
18 F -4.02170 4.72919 4.12101  -0.2977
19 F -2.03756 0.55986 5.46433  -0.2800
20 H 0.46629 -6.98959 -2.65265  0.2098
21 Se -4.49141 -2.01401 3.62854  -0.6832
22 O -0.18851 -1.07078 -0.83794  -0.9846
23 O 0.59505 3.08946 5.75714  -0.9080
24 F -2.69831 2.46781 6.26162  -0.3105
25 C 0.06895 -3.92766 -1.25843  -0.2122
26 C 0.13851 -3.17633 -2.41149  -0.1859
27 N -1.21542 3.80359 4.19259  -1.1880
28 H -0.58824 2.86497 -2.73940  0.4101
29 S -0.42761 2.60083 4.88703  2.2184
30 H 1.80003 0.70878 1.57469  0.2109
31 C 0.34406 -3.76293 -3.65730  -0.2511
32 C 2.91073 0.19979 -4.42298  -0.2239
33 F -4.25368 4.41683 1.98785  -0.3021
34 H 2.45409 -1.79798 -1.13926  0.2467
35 C -3.38604 4.66680 2.96082  0.7436
36 C -1.64719 1.69576 5.99650  0.7440
37 Se -0.61934 -1.11413 2.33137  -0.0812
38 H 3.03451 0.75835 -5.34222  0.2139
39 O -1.47812 3.31046 1.68624  -0.9308
40 C 1.07398 1.38856 1.13297  -0.6119
41 C 1.64197 -0.21547 -4.02344  -0.2559
42 O -0.90750 1.99744 -0.46134  -0.5912
43 S -2.14538 3.31889 3.00548  2.2113
44 H 1.08181 2.30091 1.74636  0.2023
45 C 1.42665 1.73896 -0.30223  -0.5254
46 H 2.16534 2.54393 -0.38483  0.2220
47 Os -0.95681 0.95856 1.48224  0.6127
48 H -0.08580 -3.44070 -0.30635  0.2668
49 C 0.38796 -5.91195 -2.58290  -0.2117
50 H 0.76569 0.02163 -4.61649  0.2220
51 C 1.50018 -0.93933 -2.85278  -0.1631
52 H 1.13326 2.64847 -2.74629  0.4021
53 H 0.39426 -3.15007 -4.55080  0.2108
54 H 0.66395 -5.60371 -4.69710  0.2074
55 Sb -3.03575 -2.01798 1.74551  0.9992
56 O -2.93431 2.16876 3.33880  -0.9157

Results
total charge: -1
HOMO level: -4.515 eV
calculated total energy: -12948.8347 hartree


- Look up the calculated total energy of the first one.
  -3762.1684 hartree


- Which of these has the lowest total charge?
  C40H33N5O8SV


- Among the records above, which one has the lowest total charge?
  C40H33N5O8SV


- The lowest calculated total energy belongs to which entry?
  C17H16F6N2O6OsS3SbSe4